No. 1
{"formula": "C31H81N3O11", "method": "ωB97M-V/def2-TZVPD", "symbols": ["C", "O", "H", "H", "H", "H", "C", "O", "H", "H", "H", "H", "C", "O", "H", "H", "H", "H", "C", "O", "H", "H", "H", "H", "O", "H", "H", "O", "H", "H", "O", "H", "H", "O", "H", "H", "C", "C", "C", "C", "C", "C", "N", "O", "C", "C", "C", "H", "H", "H", "H", "H", "H", "H", "H", "H", "H", "H", "H", "H", "H", "H", "H", "H", "H", "H", "C", "C", "C", "C", "C", "C", "N", "O", "C", "C", "C", "H", "H", "H", "H", "H", "H", "H", "H", "H", "H", "H", "H", "H", "H", "H", "H", "H", "H", "H", "C", "C", "C", "C", "C", "C", "N", "O", "C", "C", "C", "H", "H", "H", "H", "H", "H", "H", "H", "H", "H", "H", "H", "H", "H", "H", "H", "H", "H", "H"], "positions_angstrom": [[-8.756810, 23.875930, -9.998350], [-7.516800, 24.565060, -9.752270], [-8.788610, 22.935300, -9.448540], [-9.672090, 24.411190, -9.745640], [-8.925810, 23.584910, -11.035100], [-7.339550, 24.338310, -8.836430], [-10.093040, 28.737300, -16.335470], [-9.777010, 29.725550, -15.401620], [-9.147010, 28.295680, -16.648690], [-10.700930, 27.917140, -15.953490], [-10.574380, 29.151080, -17.221580], [-9.470540, 29.242430, -14.630730], [-10.619440, 26.002240, -13.033580], [-9.509530, 25.165520, -13.037270], [-11.356680, 25.524250, -12.388530], [-10.417250, 26.985660, -12.609190], [-10.963420, 26.078220, -14.065080], [-9.822450, 24.266110, -13.158720], [-13.128790, 23.079160, -11.669680], [-11.785820, 22.836600, -11.287600], [-13.483840, 22.215750, -12.232320], [-13.631050, 23.180060, -10.707580], [-13.287830, 24.003140, -12.225630], [-11.658460, 22.824520, -10.336160], [-7.555340, 26.670520, -11.847020], [-7.266580, 26.061440, -11.167400], [-8.077620, 26.134330, -12.443650], [-8.281330, 28.880760, -13.280310], [-8.656000, 29.341940, -12.529860], [-8.022700, 28.027210, -12.932750], [-9.903260, 22.424770, -13.425280], [-10.755910, 22.247330, -13.028120], [-9.277430, 21.965330, -12.865380], [-7.794750, 25.396980, -15.805040], [-8.102370, 24.500300, -15.937590], [-7.934130, 25.563160, -14.872730], [-15.746150, 31.377510, -12.604920], [-14.959600, 31.380020, -13.977230], [-13.437010, 31.369850, -13.690830], [-12.853040, 30.126120, -13.236640], [-13.253870, 29.001530, -14.215960], [-14.753770, 28.883100, -14.557220], [-15.261980, 30.256050, -14.898760], [-16.699070, 30.235510, -15.315680], [-14.852010, 27.935970, -15.795340], [-15.478790, 28.165810, -13.408390], [-15.360830, 32.658140, -14.753340], [-16.822430, 31.248350, -12.719160], [-15.573630, 32.327880, -12.099830], [-15.333040, 30.643350, -11.913220], [-12.830190, 31.757750, -14.509000], [-13.237000, 32.103020, -12.909450], [-13.111330, 29.921290, -12.197680], [-11.766790, 30.211970, -13.264490], [-12.968040, 27.995230, -13.909780], [-12.701030, 29.210950, -15.131720], [-14.274060, 27.022810, -15.653170], [-15.898150, 27.645120, -15.890810], [-14.480950, 28.420070, -16.698700], [-15.100290, 27.152110, -13.277040], [-15.342820, 28.759670, -12.504540], [-16.550690, 28.130770, -13.603090], [-14.858870, 32.659800, -15.720890], [-15.083930, 33.588750, -14.257970], [-16.438600, 32.785300, -14.855120], [-16.684730, 30.151830, -16.271920], [-11.069450, 24.369260, -20.382840], [-10.477530, 24.437980, -18.920450], [-10.847270, 25.775290, -18.252440], [-12.230620, 25.770320, -17.631150], [-12.292690, 24.619190, -16.641920], [-12.150230, 23.196570, -17.289120], [-10.861700, 23.255000, -18.052330], [-10.407500, 21.984780, -18.530010], [-12.083930, 22.174850, -16.194260], [-13.412360, 22.845810, -18.245540], [-8.944090, 24.489830, -19.088160], [-10.532740, 23.686920, -21.041970], [-10.982050, 25.178890, -21.107390], [-12.140310, 24.166020, -20.389590], [-10.179420, 26.124020, -17.464750], [-10.861910, 26.599890, -18.965140], [-13.067050, 25.766140, -18.330060], [-12.300520, 26.686730, -17.045160], [-13.197730, 24.694720, -16.039170], [-11.457410, 24.726470, -15.949880], [-12.799740, 22.249950, -15.375670], [-12.106240, 21.163900, -16.601170], [-11.114270, 22.157770, -15.696690], [-13.804460, 23.678720, -18.829180], [-13.169190, 22.001730, -18.890910], [-14.275090, 22.656930, -17.606700], [-8.387070, 24.830190, -18.215250], [-8.708480, 25.189570, -19.890010], [-8.655020, 23.480100, -19.379660], [-10.835500, 21.854450, -19.379370], [-12.202920, 27.034150, -9.956590], [-13.340110, 27.239070, -9.017490], [-14.222230, 25.914490, -9.071370], [-13.603550, 24.759600, -8.231310], [-13.306850, 25.244850, -6.784560], [-12.360580, 26.461520, -6.757210], [-12.888410, 27.510910, -7.651420], [-12.084880, 28.719090, -7.581620], [-12.351050, 26.991860, -5.315350], [-10.949640, 25.934760, -7.130720], [-14.368960, 28.374830, -9.384910], [-11.429610, 27.799030, -9.885590], [-12.573090, 27.052880, -10.981640], [-11.596930, 26.132950, -9.863200], [-15.270920, 26.062660, -8.813690], [-14.110630, 25.531290, -10.085670], [-12.801000, 24.355630, -8.848420], [-14.428930, 24.047670, -8.235020], [-12.883290, 24.426980, -6.201650], [-14.228040, 25.477050, -6.250160], [-11.685920, 27.847110, -5.195960], [-13.321820, 27.384570, -5.012880], [-12.062260, 26.239090, -4.581840], [-10.648280, 25.040000, -6.586040], [-10.829750, 25.581520, -8.154900], [-10.137250, 26.621360, -6.892620], [-13.868700, 29.282250, -9.723170], [-15.086470, 28.574580, -8.589060], [-15.056760, 28.149140, -10.199840], [-11.228000, 28.489270, -7.948430]], "forces_ev_per_angstrom": [[-0.3, -0.7, -0.2], [-1.2, -0.6, -0.3], [0.1, -0.1, 0.2], [0.2, 0.6, 0.3], [0.7, 0.4, -0.2], [0.5, 0.3, 0.1], [0.9, -0.2, -0.5], [-1.1, 0.3, -0.2], [0.1, -0.4, -0.4], [-0.4, 0.0, 0.3], [-0.1, 0.2, 0.1], [0.6, 0.2, 0.6], [-0.9, -0.1, 0.1], [1.4, 0.1, 0.0], [-0.5, 0.3, -0.1], [0.3, -0.1, -0.2], [-0.5, 0.5, 0.0], [0.2, -0.6, -0.1], [-0.2, -0.3, 1.5], [1.2, 0.1, -0.9], [-0.2, 0.1, 0.0], [-0.9, -0.1, -0.4], [0.4, 0.1, -0.1], [-0.3, 0.1, -0.1], [0.2, 0.5, -0.2], [0.2, -0.2, 0.5], [-0.3, -0.7, 0.0], [-0.4, 0.3, -0.6], [0.0, 0.2, 0.3], [0.5, -0.2, 0.5], [0.1, 0.2, -0.7], [-0.3, -0.1, 0.5], [0.3, -0.2, 0.2], [-0.1, 0.1, -0.5], [0.0, -0.3, 0.1], [-0.1, 0.1, 0.4], [0.8, 0.0, -0.5], [-1.1, 0.4, 0.3], [-0.6, 2.5, -0.3], [0.4, -2.7, 0.2], [0.0, 0.4, 0.0], [0.0, -0.2, -0.3], [-0.2, -1.0, -0.9], [1.4, -0.3, 1.6], [-0.4, 0.8, 0.5], [-0.3, 0.9, 0.0], [0.2, 0.2, 0.3], [0.1, -0.2, -0.1], [-0.1, 0.2, -0.2], [-0.2, -0.2, -0.1], [-0.4, -0.1, -0.6], [-0.4, 0.3, 0.1], [-0.2, -0.3, 0.1], [0.1, 0.0, 0.1], [0.3, 0.0, 0.3], [0.0, 0.0, -0.2], [0.1, 0.0, 0.3], [0.0, 0.0, -0.4], [-0.1, 0.1, -0.1], [0.1, 0.0, 0.1], [0.0, -0.4, 0.2], [0.0, -0.1, 0.0], [-0.2, -0.1, -0.1], [0.5, -0.2, 0.4], [0.0, -0.5, -0.3], [0.4, 0.2, -0.1], [-0.6, -1.2, -0.2], [1.4, 2.0, -0.5], [-1.5, 0.4, 0.1], [0.1, -0.1, 0.8], [-0.1, -0.3, -0.4], [-1.2, 1.6, 0.4], [-1.1, -1.3, -2.6], [-0.4, 2.2, 1.9], [1.4, -1.7, 0.4], [0.9, 0.7, 0.3], [0.0, -1.0, -0.2], [-0.1, -1.1, 0.6], [0.3, 1.3, 1.2], [0.0, -0.3, 0.1], [0.5, -0.6, 0.0], [0.5, -0.4, -0.5], [0.1, -0.1, -0.2], [-0.3, 0.1, -0.1], [-0.1, -0.4, -0.1], [0.1, 0.0, 0.2], [-0.4, 0.4, -0.5], [-0.5, -0.1, -0.1], [0.2, 0.5, 0.1], [0.7, 0.2, -0.3], [-0.3, -0.1, 0.1], [0.4, -0.6, 0.4], [-0.3, -0.2, 0.2], [-0.1, -0.1, 0.0], [0.6, 0.2, -0.1], [-0.2, 0.1, -0.8], [1.0, 0.6, -1.5], [-2.3, -0.7, 0.7], [1.9, 0.0, 0.7], [-1.6, 1.3, 0.2], [0.1, -0.4, -1.0], [0.3, -0.7, 0.1], [-0.1, 0.4, 1.1], [-1.0, -1.1, -0.1], [0.1, 0.6, 0.0], [0.6, -0.2, 0.1], [0.6, 0.0, -0.7], [-0.2, 0.5, -0.1], [0.0, 0.1, -0.2], [-0.6, -0.4, 0.3], [0.1, 0.2, 0.0], [-0.6, 0.4, -0.3], [0.5, -0.1, 0.7], [0.3, -0.6, 0.3], [0.3, 0.1, 0.0], [-0.3, 0.2, -0.4], [0.2, -0.1, -0.2], [-0.2, -0.2, -0.3], [0.1, -0.2, -0.2], [-0.5, -0.1, 0.6], [-0.2, 0.5, -0.1], [-0.1, 0.4, -0.2], [0.1, 0.2, 0.4], [0.6, 0.1, 0.5], [0.4, -0.7, -0.4], [0.5, -0.1, -0.2]], "charge": 1, "homo_ev": [-10.07, -10.07], "lumo_energy_ev": [-2.6, -7.0], "multiplicity": 2}

No. 2
{"formula": "C4H11S", "method": "ωB97M-V/def2-TZVPD", "symbols": ["S", "H", "C", "C", "C", "C", "H", "H", "H", "H", "H", "H", "H", "H", "H", "H"], "positions_angstrom": [[2.418991, -1.730338, 0.100015], [3.373573, -2.651236, 0.292088], [-0.729972, 1.746105, -0.033051], [0.012944, 0.365192, 0.010967], [-0.442669, -0.446050, 1.179743], [-0.263815, -0.392830, -1.306264], [-0.349182, 2.382108, -0.871472], [-1.843432, 1.511723, -0.197419], [-0.639738, 2.348299, 0.889765], [1.069680, 0.611872, 0.156799], [0.106139, -1.383823, 1.347161], [-1.551341, -0.719878, 1.198608], [-0.227942, 0.137595, 2.060119], [0.006216, 0.178297, -2.190565], [0.403591, -1.250383, -1.337497], [-1.343038, -0.706651, -1.299003]], "forces_ev_per_angstrom": [[0.6, -0.3, 0.1], [0.2, -0.1, 0.0], [-0.8, -0.7, -0.4], [-0.9, 1.2, -1.0], [-1.1, -1.0, 1.1], [0.0, -0.1, 0.6], [-0.4, -0.4, 0.5], [1.3, 0.7, 0.1], [0.0, -0.3, -0.3], [0.0, -0.5, -0.3], [0.0, 0.3, -0.5], [1.2, 0.6, -0.3], [-0.2, 0.3, 0.7], [-0.4, 0.4, -0.1], [-0.3, -0.4, 0.1], [0.9, 0.3, -0.3]], "charge": -2, "de_lowest_kcal_mol": 9.0, "homo_ev": [4.13, -0.24], "lumo_energy_ev": [6.2, 6.2], "multiplicity": 2}

No. 3
{"formula": "C3H8N2O", "method": "ωB97M-V/def2-TZVPD", "symbols": ["C", "N", "N", "C", "C", "O", "H", "H", "H", "H", "H", "H", "H", "H"], "positions_angstrom": [[-1.861131, 0.940201, 0.161865], [-0.867886, 0.128091, 0.856628], [-0.322232, -0.897984, -0.002807], [1.295563, -0.395608, 0.359046], [2.126526, -0.267317, -0.691984], [0.358232, 0.862057, 0.955911], [-0.414531, -0.731749, -1.011943], [-0.562483, -1.846771, 0.281262], [1.614982, -0.910444, 1.256203], [-2.094231, 1.784347, 0.807249], [-2.766544, 0.347481, 0.018128], [-1.483487, 1.322426, -0.795836], [3.169241, -0.519571, -0.571901], [1.807981, 0.184840, -1.621821]], "forces_ev_per_angstrom": [[0.1, 0.0, 0.0], [0.3, -0.4, -0.2], [0.1, 0.4, 0.4], [-0.2, 0.7, 0.4], [-0.1, 0.1, 0.1], [0.1, -0.8, -0.7], [-0.2, -0.1, 0.2], [-0.1, 0.2, -0.2], [-0.1, 0.0, 0.0], [0.0, 0.0, 0.0], [0.1, 0.0, 0.0], [0.0, 0.0, 0.0], [0.0, -0.2, 0.0], [0.1, 0.2, 0.0]], "de_lowest_kcal_mol": 153.2, "homo_ev": -7.58, "lumo_energy_ev": 0.8, "multiplicity": 1}

No. 4
{"formula": "C5H9NO2", "method": "ωB97M-V/def2-TZVPD", "symbols": ["C", "C", "C", "C", "C", "H", "H", "H", "H", "H", "H", "H", "H", "H", "N", "O", "O"], "positions_angstrom": [[-1.750326, -0.883630, -0.586879], [-1.006361, 0.179838, 0.031094], [0.273982, -0.245129, 0.838162], [1.542154, -0.366918, 0.061749], [1.636535, 1.929024, 0.781439], [-1.373165, -1.811699, -2.484201], [-2.049435, -1.779617, 0.075238], [-2.671662, -0.521402, -1.175381], [-1.708567, 0.606842, 0.863590], [-0.694606, 1.027372, -0.642572], [0.070947, -0.862076, 1.733143], [2.026652, -1.229339, 0.305283], [1.577780, 0.017686, -0.966040], [2.660859, 2.144091, 0.590722], [1.484318, 0.649673, 1.071146], [-0.772419, -1.533193, -1.498455], [0.753314, 2.678477, 1.001962]], "forces_ev_per_angstrom": [[-0.8, -3.5, -2.2], [0.7, 3.5, 4.1], [-0.4, 1.4, -0.9], [-1.0, 0.9, -0.3], [-0.2, -0.3, 1.0], [3.0, 1.2, 4.7], [0.1, 1.8, -0.4], [1.4, -0.4, 1.0], [1.0, -0.2, -1.6], [-0.7, -1.0, 0.5], [0.4, 0.1, -0.8], [2.1, -2.0, 0.2], [-0.2, -0.6, 0.3], [1.2, 0.8, -0.8], [-1.2, -4.1, 0.1], [-3.7, -0.9, -4.9], [-1.7, 3.2, -0.1]], "de_lowest_kcal_mol": 93.3, "homo_ev": -9.59, "lumo_energy_ev": 0.5, "smiles": "O=CN1C[C@@H]1CCO", "multiplicity": 1}

No. 5
{"formula": "C2H6N2O", "method": "ωB97M-V/def2-TZVPD", "symbols": ["N", "C", "C", "N", "O", "H", "H", "H", "H", "H", "H"], "positions_angstrom": [[-0.404140, -1.453965, -0.299729], [0.388002, -0.651354, 0.604711], [0.278476, 0.864098, 0.494686], [-0.098322, 1.346324, -0.720600], [0.564666, 1.587176, 1.427313], [-1.387354, -1.562252, -0.141401], [-0.080503, -1.461233, -1.253040], [0.192162, -0.914297, 1.645721], [1.436125, -0.886367, 0.417692], [-0.642301, 0.792869, -1.359881], [-0.246813, 2.339001, -0.815473]], "forces_ev_per_angstrom": [[0.6, -0.1, 0.1], [-0.3, -0.1, -0.2], [-0.2, 0.1, 0.3], [-0.3, 0.3, -0.5], [0.2, 0.0, -0.1], [-0.1, 0.2, -0.1], [-0.4, -0.1, 0.1], [0.0, 0.0, -0.1], [0.1, 0.0, 0.1], [0.2, -0.3, 0.2], [0.1, 0.0, 0.3]], "de_lowest_kcal_mol": 10.2, "homo_ev": -9.05, "lumo_energy_ev": 0.8, "smiles": "NCC(N)=O", "multiplicity": 1}

No. 6
{"formula": "C5H9N2O", "method": "ωB97M-V/def2-TZVPD", "symbols": ["C", "C", "C", "C", "C", "N", "N", "O", "H", "H", "H", "H", "H", "H", "H", "H", "H"], "positions_angstrom": [[3.336622, -1.657014, -0.617879], [-1.939739, 0.826123, 0.167006], [-0.554760, -1.526815, 1.281220], [-0.628507, 0.582407, -0.050886], [0.313079, 1.316715, -0.914611], [2.377386, -1.368044, -0.043346], [-0.110420, -0.568158, 0.577761], [-2.510412, 1.946702, -0.445460], [4.293091, -1.934019, -0.833156], [-2.563556, 0.275745, 0.859118], [0.117874, -2.269070, 1.522710], [-1.571769, -1.591491, 1.774494], [1.082062, 0.727866, -1.543573], [0.951398, 1.877443, -0.313082], [-0.050979, 1.983636, -1.634849], [-3.514204, 2.102686, -0.415427], [0.972837, -0.724715, 0.629965]], "forces_ev_per_angstrom": [[-3.3, 1.0, 2.4], [-0.8, 2.5, -1.2], [-3.4, 1.1, 1.1], [-1.7, -0.6, 0.0], [2.0, -1.7, -1.3], [1.7, -0.5, -1.2], [2.4, -0.5, 1.0], [-0.6, -1.0, 0.5], [2.1, -0.6, -1.1], [0.0, -0.1, -0.1], [1.5, -1.5, 0.7], [1.0, 0.1, -1.3], [-1.5, 0.0, 1.1], [1.1, 1.3, 1.3], [-1.4, 0.9, -0.7], [2.2, -1.0, 0.4], [-1.5, 0.7, -1.7]], "charge": 1, "de_lowest_kcal_mol": 79.3, "homo_ev": [-13.01, -13.01], "lumo_energy_ev": [-4.5, -4.5], "multiplicity": 1}

We obtain E values of -2221.11740, -557.05678, -303.64795, -401.02808, -264.57107, -380.32541 a.u. for the records listed above, in that order.